Entry 1:
The following is a DFT calculation (ωB97M-V with the def2-TZVPD basis set) of a 2-piece molecular cluster, H2 overall in a non-equilibrium geometry.

Computed properties:
max |F| = 4.11 eV/A
E = -27.96632 eV
orbital gap = 10.25 eV
energy above the lowest of the compared OMol25 structures with the same formula, charge and spin = 3.623 eV
HOMO level = -11.19 eV

The geometry in XYZ format:
```
2
Properties=species:S:1:pos:R:3:lowdin_charge:R:1
H 0.00000 0.00000 0.80441 0.0000
H 0.00000 0.00000 -0.80441 0.0000
```

---

Entry 2:
The following is a DFT calculation (ωB97M-V with the def2-TZVPD basis set) of a 2-piece molecular cluster, H2 overall in a non-equilibrium geometry.

Computed properties:
max |F| = 1.59 eV/A
E = -24.67850 eV
orbital gap = 5.59 eV
energy above the lowest of the compared OMol25 structures with the same formula, charge and spin = 6.911 eV
HOMO level = -9.35 eV

The geometry in XYZ format:
```
2
Properties=species:S:1:pos:R:3:lowdin_charge:R:1
H 0.00000 0.00000 1.42523 0.0000
H 0.00000 0.00000 -1.42523 0.0000
```

---

Entry 3:
The following is a DFT calculation (ωB97M-V with the def2-TZVPD basis set) of H20HeO10 as an isolated structure in a non-equilibrium geometry.

Computed properties:
max |F| = 1.38 eV/A
E = -20879.59468 eV
orbital gap = 11.26 eV
energy above the lowest of the compared OMol25 structures with the same formula, charge and spin = 0.314 eV
HOMO level = -11.12 eV

The geometry in XYZ format:
```
31
Properties=species:S:1:pos:R:3:lowdin_charge:R:1
He -0.23707 0.38211 -0.31419 0.2003
O 2.87194 0.83288 -1.18628 -0.0509
H 3.78265 0.92907 -1.46482 0.0405
H 2.76729 -0.10527 -1.02770 -0.0089
O -2.40392 0.16733 1.93887 -0.0431
H -2.67641 -0.15149 1.07845 0.0526
H -1.75113 0.84127 1.74941 -0.0172
O -0.47759 -3.42467 -0.44934 -0.0411
H -0.64856 -2.96879 0.37478 -0.0021
H -1.33051 -3.46676 -0.88175 0.0390
O 1.60351 -1.61491 -1.17748 -0.0543
H 0.76737 -1.98467 -0.89398 -0.0183
H 1.83839 -2.12108 -1.95520 0.0619
O -0.93808 1.73162 -2.51409 -0.0578
H -0.77065 0.79980 -2.37300 -0.0235
H -1.87797 1.78295 -2.68784 0.0507
O -1.18101 -2.14031 2.01587 -0.0528
H -1.49967 -1.24414 2.12340 -0.0299
H -0.72200 -2.33155 2.83377 0.0558
O 1.97811 0.73254 2.82268 -0.0508
H 1.08766 1.01301 2.61133 -0.0123
H 2.20639 1.22999 3.60796 0.0288
O -1.32222 -1.21154 -2.59312 -0.0387
H -1.87652 -1.88373 -2.19670 0.0328
H -0.43649 -1.42873 -2.30238 0.0002
O 0.81371 3.05747 -0.60695 -0.0597
H 1.50980 2.40627 -0.51957 0.0058
H 0.14969 2.62804 -1.14631 -0.0155
O -0.58912 2.17027 1.67104 -0.0648
H -0.62543 2.76649 2.41899 0.0688
H -0.01216 2.60655 1.04415 0.0047
```

---

Entry 4:
The following is a DFT calculation (ωB97M-V with the def2-TZVPD basis set) of a 10-piece molecular cluster, H20N2O11 overall in a non-equilibrium geometry.

Computed properties:
max |F| = 7.56 eV/A
E = -25819.19049 eV
orbital gap = 7.07 eV
energy above the lowest of the compared OMol25 structures with the same formula, charge and spin = 3.724 eV
HOMO level = -7.94 eV

The geometry in XYZ format:
```
33
Properties=species:S:1:pos:R:3:lowdin_charge:R:1
N 0.51018 -0.17161 -0.09661 0.3068
H 1.23518 0.57739 -0.47061 0.1509
H 1.17018 -0.92061 -0.01061 0.0947
H -0.37682 -0.34961 -0.75561 0.1777
H 0.16718 0.12639 0.74939 0.0446
N -1.77882 1.90839 1.67639 -0.6145
O -1.23882 1.40139 2.63439 0.0017
O -1.30082 2.38139 0.70039 -0.0259
O -2.90882 1.43839 1.45839 -0.0763
O 0.28718 -2.39361 2.23939 -0.1280
H 0.79418 -3.31161 1.95039 0.1744
H -0.04682 -2.63061 3.18939 0.1322
O -2.84982 -0.83661 -0.39661 -0.1704
H -3.80582 -1.32261 -0.70661 0.1737
H -3.20882 0.02539 0.00039 0.0493
O 0.92318 3.14739 0.45039 -0.1285
H -0.04382 3.07139 0.49039 -0.0766
H 1.04018 3.27139 -0.55261 0.0192
O -1.77882 -2.83361 1.11439 -0.1100
H -2.21382 -2.08261 0.71639 -0.0480
H -1.07182 -2.50061 1.68939 -0.0904
O 2.40518 0.04739 2.54539 -0.2072
H 2.81618 1.02539 2.34139 0.1276
H 1.63818 -0.04761 3.27039 0.0975
O 1.16218 2.50839 -2.44161 -0.1605
H 0.20718 2.92639 -2.67661 0.1387
H 1.54318 2.00839 -3.26561 0.0799
O 3.29118 -0.21861 -1.63561 -0.1466
H 3.34418 -1.19861 -1.74461 0.0431
H 2.78118 0.15139 -2.58161 0.1498
O -0.89282 -1.52161 -3.02561 -0.0015
H -0.45182 -1.34661 -3.81361 0.0012
H -1.34782 -2.32961 -3.04261 0.0212
```

---

Entry 5:
The following is a DFT calculation (ωB97M-V with the def2-TZVPD basis set) of a 10-piece molecular cluster, H20O10 overall in a non-equilibrium geometry.

Computed properties:
max |F| = 1.99 eV/A
E = -20802.37948 eV
orbital gap = 11.40 eV
SMILES = O.O.O.O.O.O.O.O.O.O
energy above the lowest of the compared OMol25 structures with the same formula, charge and spin = 0.233 eV
HOMO level = -10.99 eV

The geometry in XYZ format:
```
30
Properties=species:S:1:pos:R:3:lowdin_charge:R:1
H 1.11689 -1.59673 1.54155 0.0310
H 0.38642 -0.58798 2.43426 0.0310
H -0.40037 -2.38576 0.01277 0.0287
H 0.53233 -3.66495 0.07043 0.0855
H 1.64525 -1.67044 -1.08367 0.0121
H 2.28204 -0.24629 -0.89397 0.0298
H -1.52492 0.37121 -1.95067 0.0494
H -2.17421 0.94858 -0.69317 0.0303
H 0.81672 0.11082 -2.11706 0.0338
H 0.54079 1.07378 -3.36929 0.0891
H 3.40632 0.96516 0.81392 0.0998
H 1.99509 0.29195 1.33629 0.0345
H -2.13506 -1.03467 -0.51460 0.0027
H -2.71622 -2.31828 0.10257 0.0820
H 1.42867 2.14998 0.06203 0.0320
H 0.53252 2.15631 -1.20039 0.0245
H -2.11382 2.72990 0.95657 0.0977
H -0.64393 2.43158 0.41393 0.0217
H -1.72449 -0.72887 1.80357 0.0209
H -1.33106 0.76135 2.04030 0.0316
O 1.29469 -0.85444 2.14782 -0.0607
O 0.55839 -2.68682 -0.01869 -0.0934
O 1.97204 -0.90088 -1.57032 -0.0691
O -2.34393 0.26619 -1.38786 -0.0750
O 0.24443 0.88621 -2.45111 -0.1037
O 2.46330 0.78083 0.56680 -0.1170
O -1.94470 -1.74117 0.15003 -0.0702
O 0.68653 2.64592 -0.36271 -0.0723
O -1.51761 1.98234 0.68278 -0.1155
O -1.33210 -0.13485 2.47789 -0.0912
```

---

Entry 6:
The following is a DFT calculation (ωB97M-V with the def2-TZVPD basis set) of a 10-piece molecular cluster, H20O10 overall in a non-equilibrium geometry.

Computed properties:
max |F| = 3.30 eV/A
E = -20799.43962 eV
orbital gap = 9.32 eV
SMILES = O.O.O.O.O.O.O.O.O.O
energy above the lowest of the compared OMol25 structures with the same formula, charge and spin = 3.173 eV
HOMO level = -9.76 eV

The geometry in XYZ format:
```
30
Properties=species:S:1:pos:R:3:lowdin_charge:R:1
O -0.15593 3.26133 -0.83683 -0.0217
H -0.63493 4.04633 -1.11883 0.0606
H -0.47393 3.23033 0.05117 0.0075
O 1.10207 1.04433 -2.11983 -0.0697
H 1.06007 0.65833 -1.23783 -0.0367
H 0.72007 1.89933 -2.01383 -0.0179
O 0.45907 2.52933 2.20317 -0.0089
H 0.23607 2.25933 3.07217 0.0319
H 1.35007 2.22733 2.10317 0.0461
O -2.25793 0.74133 1.27317 -0.0305
H -2.30593 1.05433 2.16717 0.0426
H -2.82093 -0.04367 1.16217 0.0765
O -1.77793 0.56333 -1.48783 -0.0037
H -1.89993 0.82333 -0.62283 -0.0647
H -0.84593 0.50833 -1.46183 -0.0368
O -1.91293 -2.58567 -1.29683 -0.0673
H -1.22493 -2.33767 -0.67883 -0.0397
H -1.89393 -3.53167 -1.41283 0.0262
O 0.71707 0.28533 0.36917 -0.0596
H 0.26207 -0.55567 0.48617 0.0083
H 0.19107 0.85533 0.95917 0.0183
O -0.56893 -2.15767 1.03117 -0.0133
H -1.08293 -1.91167 1.80617 0.0721
H -0.15293 -2.94967 1.27817 0.0513
O 0.92807 -2.13667 -1.75483 -0.0249
H 1.80707 -1.78367 -1.77683 0.0257
H 0.50807 -1.73767 -2.48683 0.0223
O 3.58207 -1.21567 0.49117 -0.0495
H 3.88707 -2.14167 0.56217 0.0523
H 3.20007 -0.89867 1.29117 0.0032
```